C17H20FNO4S2 | the ωB97M-V functional and the def2-TZVPD basis

Summary:
SMILES string: CCOC(=O)CCN(Cc1sccc1C)S(=O)(=O)c1ccc(F)cc1
2S+1: 1
Orbital gap (Ha): 0.345
Lowest unoccupied orbital energy (eV): 0.7
E_HOMO (eV): -8.71

Each atom is followed by the atoms it is bonded to, with distances in Å.
Positions of all 45 atoms, in Å:
1 C -5.8661 -1.2309 -1.6720  C2 1.516, H26 1.087, H27 1.086, H28 1.086
2 C -4.8774 -0.2275 -1.1109  C1 1.516, O3 1.431, H29 1.096, H30 1.096
3 O -3.9616 -0.9254 -0.2604  C2 1.431, C4 1.327
4 C -3.0873 -0.1921 0.4159  O3 1.327, O5 1.208, C6 1.512
5 O -3.0305 1.0124 0.3491  C4 1.208
6 C -2.2070 -1.0576 1.2884  C4 1.512, C7 1.534, H31 1.090, H32 1.093
7 C -0.8590 -0.4070 1.6263  C6 1.534, N8 1.444, H33 1.091, H34 1.091
8 N 0.1159 -0.5065 0.5654  C7 1.444, C9 1.455, S16 1.669
9 C 0.0599 0.4128 -0.5615  N8 1.455, C10 1.495, H35 1.092, H36 1.093
10 C 1.0390 1.5311 -0.4025  C9 1.495, S11 1.738, C14 1.365
11 S 2.6387 1.3674 -1.0623  C10 1.738, C12 1.720
12 C 3.0818 2.9206 -0.4710  S11 1.720, C13 1.353, H37 1.072
13 C 2.0617 3.5193 0.1868  C12 1.353, C14 1.422, H38 1.076
14 C 0.8797 2.7304 0.2305  C10 1.365, C13 1.422, C15 1.494
15 C -0.3654 3.2162 0.8977  C14 1.494, H39 1.090, H40 1.089, H41 1.086
16 S 0.6520 -2.0433 0.1962  N8 1.669, O17 1.437, O18 1.433, C19 1.791
17 O 0.1403 -2.4850 -1.0721  S16 1.437
18 O 0.4226 -2.8673 1.3462  S16 1.433
19 C 2.4121 -1.7566 0.0299  S16 1.791, C20 1.382, C25 1.381
20 C 3.0955 -1.2581 1.1230  C19 1.382, C21 1.383, H42 1.078
21 C 4.4504 -1.0012 1.0200  C20 1.383, C22 1.386, H43 1.078
22 C 5.0811 -1.2575 -0.1874  C21 1.386, F23 1.345, C24 1.384
23 F 6.3976 -1.0039 -0.2947  C22 1.345
24 C 4.4071 -1.7657 -1.2846  C22 1.384, C25 1.384, H44 1.078
25 C 3.0506 -2.0162 -1.1669  C19 1.381, C24 1.384, H45 1.078
26 H -6.4178 -1.7053 -0.8650  C1 1.087
27 H -5.3390 -1.9992 -2.2305  C1 1.086
28 H -6.5648 -0.7251 -2.3320  C1 1.086
29 H -5.3800 0.5502 -0.5249  C2 1.096
30 H -4.3097 0.2617 -1.9102  C2 1.096
31 H -2.0431 -2.0173 0.7973  C6 1.090
32 H -2.7576 -1.2429 2.2139  C6 1.093
33 H -1.0003 0.6474 1.8684  C7 1.091
34 H -0.4288 -0.9263 2.4841  C7 1.091
35 H -0.9474 0.8198 -0.6689  C9 1.092
36 H 0.2948 -0.1677 -1.4572  C9 1.093
37 H 4.0708 3.2908 -0.6532  C12 1.072
38 H 2.1299 4.4968 0.6306  C13 1.076
39 H -0.2589 3.1504 1.9809  C15 1.090
40 H -0.5327 4.2617 0.6446  C15 1.089
41 H -1.2371 2.6412 0.5991  C15 1.086
42 H 2.5576 -1.0762 2.0390  C20 1.078
43 H 5.0179 -0.6076 1.8482  C21 1.078
44 H 4.9395 -1.9521 -2.2034  C24 1.078
45 H 2.4748 -2.4086 -1.9898  C25 1.078

Atomic partial charges in e from the Mulliken method, atoms 1 to 4: -1.24 -0.18 -0.29 0.63